Formula: C9H14
Source: the Open Molecules 2025 dataset
Level of theory: ωB97M-V with the def2-TZVPD basis set

```
23
Properties=species:S:1:pos:R:3
C 1.468 0.825 -2.175
C -1.939 -1.121 -0.272
C -0.629 -1.729 -0.360
C -1.980 0.201 -0.583
C 0.566 -1.025 -0.708
C -0.870 0.900 -1.139
C 0.371 0.257 -1.346
H -2.851 -1.666 0.343
H -0.461 -2.665 0.003
H -3.014 0.741 -0.593
H 1.614 -1.456 -0.776
H -0.993 1.982 -1.321
H 1.284 1.662 -2.952
H 1.820 -0.080 -2.809
H 2.321 1.292 -1.765
C 1.313 -0.059 2.466
C 0.742 1.197 3.051
H 1.366 -0.065 1.286
H 2.236 -0.450 2.892
H 0.645 -0.921 2.663
H -0.355 1.270 3.016
H 1.145 1.549 3.960
H 0.994 2.137 2.445
```

Summary:
Spin multiplicity: 2
F_max: 0.068 hartree/bohr
E: -9556.7238 eV
ΔE to the lowest compared entry with this formula, charge and spin: 2.0734 eV
Net charge: -1

=====

Formula: C9H14
Source: the Open Molecules 2025 dataset
Level of theory: ωB97M-V with the def2-TZVPD basis set

```
23
Properties=species:S:1:pos:R:3
C 0.246 1.292 0.503
C 1.274 0.516 -0.296
C 2.160 -0.365 0.362
C 3.250 -0.878 -0.308
C 3.486 -0.510 -1.628
C 2.572 0.264 -2.316
C 1.449 0.762 -1.644
H 0.538 1.247 1.554
H -0.722 0.778 0.477
H 0.151 2.309 0.140
H 1.889 -0.476 1.406
H 3.842 -1.663 0.144
H 4.376 -0.823 -2.161
H 2.802 0.688 -3.286
H 0.748 1.377 -2.200
C -2.960 -0.216 0.768
C -4.107 -0.833 1.537
H -3.174 0.692 0.206
H -2.121 -0.016 1.435
H -2.479 -0.916 0.083
H -3.897 -1.896 1.717
H -5.045 -0.975 1.005
H -4.277 -0.359 2.502
```

Summary:
F_max: 0.033 hartree/bohr
E: -9559.5727 eV
ΔE to the lowest compared entry with this formula, charge and spin: 0.6087 eV
SMILES string: Cc1ccccc1.CC
Net charge: 0

=====

Formula: C9H14
Source: the Open Molecules 2025 dataset
Level of theory: ωB97M-V with the def2-TZVPD basis set

```
23
Properties=species:S:1:pos:R:3
C -1.650 2.197 0.071
C -0.740 1.371 1.001
C 0.510 1.926 1.295
C 1.417 1.216 2.050
C 1.054 -0.032 2.607
C -0.189 -0.531 2.281
C -1.089 0.107 1.423
H -1.490 3.263 -0.012
H -2.658 1.924 0.384
H -1.551 1.743 -0.921
H 0.774 2.868 0.839
H 2.458 1.521 2.081
H 1.762 -0.471 3.294
H -0.379 -1.548 2.616
H -1.998 -0.376 1.092
C 0.450 -2.339 -1.852
C 0.483 -1.517 -3.135
H -0.547 -2.671 -1.596
H 1.100 -3.209 -1.839
H 0.763 -1.644 -1.062
H -0.429 -1.679 -3.705
H 1.338 -1.688 -3.809
H 0.608 -0.431 -3.107
```

Summary:
F_max: 0.044 hartree/bohr
E: -9559.4569 eV
ΔE to the lowest compared entry with this formula, charge and spin: 0.7246 eV
SMILES string: Cc1ccccc1.CC
Net charge: 0

=====

Formula: C9H14
Source: the Open Molecules 2025 dataset
Level of theory: ωB97M-V with the def2-TZVPD basis set

```
23
Properties=species:S:1:pos:R:3
C -1.535 -1.452 2.151
C -1.652 -0.475 1.033
C -2.552 0.577 1.091
C -2.600 1.503 0.056
C -1.886 1.293 -1.115
C -1.043 0.210 -1.232
C -0.895 -0.632 -0.121
H -2.310 -2.225 2.108
H -1.647 -0.969 3.127
H -0.576 -1.959 2.193
H -3.211 0.664 1.943
H -3.158 2.426 0.162
H -2.030 1.998 -1.926
H -0.520 -0.134 -2.112
H -0.263 -1.506 -0.208
C 3.848 0.275 -1.347
C 2.637 -0.091 -0.458
H 4.277 -0.615 -1.802
H 3.589 1.040 -2.070
H 4.632 0.686 -0.715
H 2.974 -0.244 0.567
H 2.125 -0.984 -0.814
H 1.797 0.614 -0.512
```

Summary:
F_max: 0.030 hartree/bohr
E: -9559.7986 eV
ΔE to the lowest compared entry with this formula, charge and spin: 0.3829 eV
SMILES string: Cc1ccccc1.CC
Net charge: 0

=====

Formula: C9H14
Source: the Open Molecules 2025 dataset
Level of theory: ωB97M-V with the def2-TZVPD basis set

```
23
Properties=species:S:1:pos:R:3
C 1.736 -1.191 -1.562
C 0.313 -1.084 -0.940
C -0.200 -2.179 -0.224
C -1.414 -2.091 0.451
C -2.193 -0.941 0.286
C -1.780 0.098 -0.546
C -0.490 0.026 -1.108
H 2.285 -0.200 -1.502
H 1.680 -1.354 -2.647
H 2.324 -2.043 -1.139
H 0.370 -3.087 -0.243
H -1.969 -2.959 0.873
H -3.228 -1.046 0.636
H -2.361 0.991 -0.572
H -0.109 0.960 -1.478
C 2.142 2.720 1.639
C 0.700 3.183 1.473
H 2.208 2.258 2.647
H 2.346 1.815 1.031
H 2.859 3.511 1.403
H 0.425 3.202 0.432
H 0.668 4.153 2.018
H 0.033 2.396 1.812
```

Summary:
F_max: 0.038 hartree/bohr
E: -9559.3093 eV
ΔE to the lowest compared entry with this formula, charge and spin: 0.8722 eV
SMILES string: Cc1ccccc1.CC
Net charge: 0

=====

Formula: C9H14
Source: the Open Molecules 2025 dataset
Level of theory: ωB97M-V with the def2-TZVPD basis set

```
23
Properties=species:S:1:pos:R:3
C 0.612 -2.259 0.043
C -0.635 -1.482 -0.331
C -0.656 -0.097 -0.175
C -1.661 0.548 -0.901
C -2.693 -0.132 -1.528
C -2.769 -1.510 -1.479
C -1.662 -2.188 -0.955
H 0.403 -3.007 0.817
H 1.325 -1.617 0.563
H 1.106 -2.738 -0.799
H -0.011 0.569 0.374
H -1.537 1.619 -1.013
H -3.480 0.477 -1.943
H -3.721 -2.017 -1.543
H -1.345 -3.190 -1.217
C 2.600 1.771 0.786
C 1.565 2.543 1.617
H 2.397 1.653 -0.274
H 3.621 2.096 0.977
H 2.564 0.792 1.279
H 1.344 3.569 1.321
H 1.959 2.668 2.632
H 0.674 1.930 1.748
```

Summary:
F_max: 0.043 hartree/bohr
E: -9559.1197 eV
ΔE to the lowest compared entry with this formula, charge and spin: 1.0617 eV
SMILES string: Cc1ccccc1.CC
Net charge: 0

=====

Formula: C9H14
Source: the Open Molecules 2025 dataset
Level of theory: ωB97M-V with the def2-TZVPD basis set

```
23
Properties=species:S:1:pos:R:3
C -0.209 -0.506 2.069
C -1.097 -0.788 0.844
C -0.568 -0.874 -0.408
C -1.288 -1.290 -1.495
C -2.665 -1.535 -1.310
C -3.249 -1.411 0.011
C -2.469 -1.022 1.112
H 0.665 0.029 1.617
H 0.062 -1.409 2.653
H -0.756 0.278 2.624
H 0.470 -0.631 -0.684
H -0.788 -1.540 -2.426
H -3.102 -1.806 -2.265
H -4.362 -1.525 0.099
H -3.037 -0.863 1.944
C 2.473 1.264 -0.211
C 3.083 2.460 -0.909
H 3.382 0.649 0.163
H 1.712 1.565 0.583
H 1.994 0.621 -0.964
H 2.333 3.273 -1.119
H 3.810 2.940 -0.172
H 3.606 2.122 -1.756
```

Summary:
F_max: 0.100 hartree/bohr
E: -9558.8298 eV
ΔE to the lowest compared entry with this formula, charge and spin: 1.3517 eV
SMILES string: Cc1ccccc1.CC
Net charge: 0

=====

Formula: C9H14
Source: the Open Molecules 2025 dataset
Level of theory: ωB97M-V with the def2-TZVPD basis set

```
23
Properties=species:S:1:pos:R:3
C -0.210 -1.124 -0.566
C 1.250 -0.790 -0.430
C 1.788 0.383 -0.936
C 3.155 0.644 -0.873
C 4.047 -0.269 -0.322
C 3.479 -1.366 0.317
C 2.143 -1.685 0.164
H -0.691 -0.971 0.395
H -0.311 -2.110 -1.025
H -0.720 -0.542 -1.330
H 1.181 1.189 -1.334
H 3.510 1.502 -1.410
H 5.102 -0.056 -0.338
H 4.142 -1.985 0.906
H 1.779 -2.576 0.652
C -3.769 1.109 0.002
C -3.629 1.372 1.511
H -4.685 0.567 -0.224
H -3.837 2.020 -0.567
H -2.891 0.563 -0.336
H -4.601 1.315 2.003
H -3.109 0.520 1.960
H -3.124 2.292 1.782
```

Summary:
F_max: 0.027 hartree/bohr
E: -9559.6950 eV
ΔE to the lowest compared entry with this formula, charge and spin: 0.4865 eV
SMILES string: Cc1ccccc1.CC
Net charge: 0

=====

Formula: C9H14
Source: the Open Molecules 2025 dataset
Level of theory: ωB97M-V with the def2-TZVPD basis set

```
23
Properties=species:S:1:pos:R:3
C -0.329 1.246 -1.666
C 0.616 1.162 -0.490
C 0.652 2.230 0.405
C 1.383 2.109 1.578
C 2.068 0.942 1.886
C 2.056 -0.109 0.983
C 1.293 -0.016 -0.175
H 0.091 1.992 -2.358
H -1.325 1.541 -1.357
H -0.373 0.350 -2.289
H 0.127 3.159 0.219
H 1.408 2.913 2.295
H 2.621 0.874 2.812
H 2.563 -1.050 1.152
H 1.293 -0.784 -0.944
C -2.477 -3.555 -0.633
C -3.502 -2.484 -0.958
H -1.439 -3.308 -0.881
H -2.439 -3.904 0.406
H -2.693 -4.501 -1.156
H -4.402 -2.735 -0.386
H -3.176 -1.562 -0.482
H -3.848 -2.541 -1.984
```

Summary:
F_max: 0.040 hartree/bohr
E: -9559.7089 eV
ΔE to the lowest compared entry with this formula, charge and spin: 0.4726 eV
SMILES string: Cc1ccccc1.CC
Net charge: 0

=====

Formula: C9H14
Source: the Open Molecules 2025 dataset
Level of theory: ωB97M-V with the def2-TZVPD basis set

```
23
Properties=species:S:1:pos:R:3
C 0.462 2.476 0.205
C 0.313 1.054 0.778
C 1.319 0.340 1.366
C 0.773 -0.788 2.032
C -0.471 -1.293 1.783
C -1.464 -0.630 1.190
C -1.075 0.676 0.764
H 0.185 3.136 1.017
H -0.208 2.616 -0.733
H 1.589 2.512 0.004
H 2.414 0.591 1.294
H 1.562 -1.513 2.454
H -0.607 -2.250 2.319
H -2.418 -1.071 1.252
H -1.808 1.587 0.543
C -0.800 -1.270 -2.207
C 0.582 -0.660 -1.849
H -1.032 -0.896 -3.186
H -0.483 -2.290 -2.304
H -1.607 -1.166 -1.477
H 1.152 -0.104 -2.680
H 1.253 -1.306 -1.170
H 0.367 0.247 -1.393
```

Summary:
F_max: 0.095 hartree/bohr
E: -9557.6407 eV
ΔE to the lowest compared entry with this formula, charge and spin: 2.5408 eV
SMILES string: Cc1ccccc1.CC
Net charge: 0

=====

Formula: C9H14
Source: the Open Molecules 2025 dataset
Level of theory: ωB97M-V with the def2-TZVPD basis set

```
23
Properties=species:S:1:pos:R:3
C 0.277 3.019 -0.327
C -0.025 1.677 -0.971
C 0.748 1.432 -2.128
C 0.769 0.232 -2.810
C 0.012 -0.823 -2.285
C -0.764 -0.542 -1.166
C -0.724 0.621 -0.415
H 1.043 3.067 0.470
H -0.668 3.272 0.221
H 0.594 3.747 -1.020
H 1.306 2.253 -2.481
H 1.372 0.058 -3.752
H 0.038 -1.814 -2.737
H -1.223 -1.372 -0.598
H -1.326 0.601 0.436
C 0.322 -1.490 2.759
C -0.697 -2.368 2.140
H 1.307 -1.977 3.116
H 0.772 -0.719 2.025
H -0.195 -1.113 3.768
H -1.374 -1.732 1.672
H -1.445 -3.027 2.779
H -0.118 -3.001 1.303
```

Summary:
F_max: 0.075 hartree/bohr
E: -9558.4586 eV
ΔE to the lowest compared entry with this formula, charge and spin: 1.7229 eV
SMILES string: Cc1ccccc1.CC
Net charge: 0

=====

Formula: C9H14
Source: the Open Molecules 2025 dataset
Level of theory: ωB97M-V with the def2-TZVPD basis set

```
23
Properties=species:S:1:pos:R:3
C 3.251 -0.275 -0.160
C 2.045 -0.425 0.748
C 2.233 -0.660 2.113
C 1.071 -0.859 2.872
C -0.177 -0.478 2.399
C -0.361 -0.264 1.039
C 0.795 -0.110 0.252
H 3.138 0.370 -1.022
H 3.489 -1.296 -0.499
H 4.106 -0.068 0.487
H 3.160 -0.519 2.649
H 1.289 -1.144 3.896
H -1.018 -0.473 3.083
H -1.341 -0.237 0.589
H 0.692 0.136 -0.799
C -2.308 1.107 -2.741
C -3.253 0.533 -1.648
H -2.011 0.224 -3.310
H -2.877 1.803 -3.348
H -1.419 1.566 -2.320
H -4.111 0.015 -2.082
H -3.692 1.324 -1.041
H -2.700 -0.268 -1.158
```

Summary:
F_max: 0.044 hartree/bohr
E: -9559.2852 eV
ΔE to the lowest compared entry with this formula, charge and spin: 0.8963 eV
SMILES string: Cc1ccccc1.CC
Net charge: 0